Entry 1:
69
Properties=species:S:1:pos:R:3 method="wB97M-V/def2-TZVPD" energy_ev=-84038.5806 multiplicity=1 total_charge=-1 homo_lumo_gap_ev=7.087 de_lowest_kcal_mol=19.1
Pt 0.5191 0.6790 -0.2427
I 4.8698 -2.0767 0.1989
C 4.1181 -0.6351 1.4929
C 4.8532 -0.3315 2.6458
C 4.4263 0.6148 3.5340
I 5.5747 0.9661 5.2456
C 3.2391 1.3418 3.2737
C 2.7147 2.3456 4.1205
C 1.5790 3.0158 3.7739
C 0.9636 2.7066 2.5481
N 1.4122 1.7749 1.7530
C 2.5138 1.0573 2.0898
C 2.9154 -0.0048 1.1858
O 2.1990 -0.3602 0.1669
H 5.7722 -0.8714 2.8289
H 3.2310 2.5765 5.0427
H 1.1659 3.7861 4.4106
H 0.0856 3.2491 2.2108
C -1.6165 -2.7299 -2.8928
Si -0.7040 -1.1626 -2.3048
C 1.0330 -1.3409 -3.0088
C -1.5476 0.2448 -3.2362
C -0.7498 -0.9958 -0.4341
Si -0.1803 -2.5442 0.4518
C 0.5228 -2.2616 2.1759
C 1.0657 -3.5650 -0.5040
C -1.6870 -3.6684 0.7097
Si -2.3431 -0.3541 0.2344
C -2.5176 -0.2818 2.1065
C -3.9258 -1.1198 -0.4384
C -2.3156 1.4551 -0.3220
C -3.3855 2.3265 -0.4685
C -3.1776 3.6163 -0.9298
C -1.8861 4.0101 -1.2390
C -0.8486 3.1143 -1.0631
N -1.0645 1.8702 -0.6106
H -1.5748 -2.7794 -3.9850
H -2.6697 -2.7560 -2.6000
H -1.1450 -3.6371 -2.5072
H 1.1171 -0.7008 -3.8915
H 1.2319 -2.3721 -3.3105
H 1.8128 -1.0247 -2.3156
H -1.7126 -0.0999 -4.2618
H -0.8951 1.1191 -3.2904
H -2.5171 0.5504 -2.8361
H 1.5495 -1.8990 2.1391
H 0.5327 -3.2175 2.7097
H -0.0649 -1.5569 2.7647
H 1.9466 -2.9737 -0.7451
H 0.6553 -3.9613 -1.4343
H 1.3786 -4.4127 0.1138
H -2.4136 -3.2345 1.4020
H -1.3659 -4.6237 1.1351
H -2.2021 -3.8753 -0.2306
H -2.5918 -1.2740 2.5554
H -3.4283 0.2694 2.3594
H -1.6688 0.2364 2.5569
H -3.9972 -2.1651 -0.1297
H -3.9565 -1.0880 -1.5284
H -4.8090 -0.6002 -0.0555
H -4.3826 1.9765 -0.2311
H -4.0082 4.2998 -1.0550
H -1.6602 4.9932 -1.6267
H 0.1727 3.3733 -1.3050
F 1.5068 4.2948 -2.6834
B 1.9846 3.0021 -3.0091
F 3.3086 3.0555 -3.4137
F 1.1633 2.4275 -3.9836
F 1.8784 2.2066 -1.8118

Entry 2:
58
Properties=species:S:1:pos:R:3 method="wB97M-V/def2-TZVPD" energy_ev=-40493.7810 multiplicity=4 total_charge=+2 homo_lumo_gap_ev="6.653 / 6.122" de_lowest_kcal_mol=0.0
C 0.0429 0.8226 -5.6070
C 1.4790 1.3038 -5.8275
C -0.1353 -0.6025 -6.1384
C -0.9768 1.7810 -6.2338
Cl -0.2487 0.7934 -3.7442
H -0.0248 -0.6324 -7.2314
H -1.1302 -0.9931 -5.8963
H 0.6290 -1.2676 -5.7185
H 1.7032 1.4060 -6.8971
H 2.1918 0.5794 -5.4157
H 1.6417 2.2810 -5.3600
H -0.8362 1.8434 -7.3207
H -0.8641 2.7960 -5.8363
H -2.0025 1.4347 -6.0628
C 1.9010 -1.2390 0.3980
C 1.0581 -1.9513 -0.5236
C 1.0915 -1.2652 -1.7856
H 0.5833 -2.9049 -0.3256
C 1.9732 -0.1269 -1.6403
C 2.4505 -0.1105 -0.2955
H 3.1359 0.6216 0.1244
H 2.1416 -1.5592 1.4077
H 0.6366 -1.6025 -2.7063
H 2.2466 0.5699 -2.4212
C -1.6877 1.0784 0.4121
C -1.5014 -0.1655 1.1014
C -1.5580 -1.2141 0.1202
H -1.3823 -0.2904 2.1734
C -1.7295 -0.6098 -1.1721
C -1.8046 0.8201 -0.9917
H -1.9532 1.5690 -1.7534
H -1.7848 2.0400 0.8946
H -1.5205 -2.2755 0.3493
H -1.9051 -1.1330 -2.1033
Re 0.0817 0.0384 -0.3229
C 0.0935 1.8145 4.7537
N 1.4378 1.2785 4.4230
C 1.7647 0.0933 5.2763
C 1.6403 0.9589 2.9483
C 1.4891 2.1663 2.0654
C 2.0804 3.3774 2.4816
C 1.8548 4.5579 1.7716
C 0.9612 4.5421 0.6996
C 0.4294 3.3223 0.2467
C 0.7940 2.1365 0.8598
H -0.6542 1.0626 4.5070
H -0.0877 2.7358 4.2024
H 0.0765 2.0159 5.8263
H 2.1187 2.0135 4.6558
H 1.0316 -0.6908 5.0619
H 2.7778 -0.2427 5.0254
H 1.7116 0.4046 6.3286
H 2.6557 0.5418 2.8595
H 0.9245 0.1678 2.6977
H 2.7271 3.3928 3.3704
H 2.3460 5.4860 2.0759
H 0.6749 5.4659 0.1968
H -0.2726 3.3272 -0.5897

Entry 3:
75
Properties=species:S:1:pos:R:3 method="wB97M-V/def2-TZVPD" energy_ev=-68775.6647 multiplicity=2 homo_lumo_gap_ev="9.137 / 9.560"
C 0.3758 2.8840 -2.1287
C -0.8291 2.9830 -0.9728
C -0.0081 3.3530 0.4378
C -1.8428 4.2554 -1.2278
C -2.9613 3.9738 -2.4040
F -2.2422 4.0156 -3.7021
C -4.1595 5.1025 -2.2588
C -4.2222 6.1817 -3.4941
F -4.4796 5.5631 -4.8306
C -3.6439 2.5186 -2.0605
C -2.5784 1.3213 -1.7210
C -1.9720 0.6403 -3.1212
C -3.4836 0.0956 -1.0296
N -1.5157 1.6648 -0.7063
O -0.6491 0.6610 -0.4848
H 0.9434 3.9325 -2.1739
H -0.0370 2.6704 -3.2025
H 1.1876 2.1085 -1.7620
H -0.7362 3.3678 1.3606
H 0.5047 4.4023 0.3570
H 0.8075 2.5308 0.6284
H -2.3984 4.5785 -0.2223
H -1.1687 5.1549 -1.6175
H -5.1911 4.5145 -2.2604
H -4.0300 5.6847 -1.2495
H -5.1679 6.8751 -3.2811
H -3.2959 6.9323 -3.5109
H -4.4098 2.2569 -2.9217
H -4.3027 2.6732 -1.0787
H -1.1429 -0.1699 -2.9093
H -1.6793 1.4348 -3.9289
H -2.8953 0.0377 -3.5781
H -3.8060 0.5329 0.0310
H -2.8788 -0.9046 -0.9284
H -4.4460 -0.0022 -1.7036
C 0.8702 -1.9693 0.4113
C 0.4473 -3.3803 0.1834
O 1.6680 -4.0748 0.0633
C 2.5533 -3.3694 0.8219
O 3.6343 -3.7990 1.1892
O 2.0788 -2.1233 1.1278
F -0.2268 -3.4994 -0.9824
H 1.0674 -1.4302 -0.5214
H 0.1378 -1.4047 0.9946
H -0.1419 -3.8098 1.0005
C 4.1593 -2.6104 4.0489
C 3.9931 -3.7892 4.9458
O 3.9589 -3.2202 6.2350
C 3.4396 -1.9729 6.0583
O 3.0019 -1.2795 6.9613
O 3.4617 -1.5960 4.7434
F 5.0662 -4.6079 4.8701
H 5.2067 -2.3137 3.9289
H 3.7262 -2.7767 3.0589
H 3.0751 -4.3603 4.7710
C -3.6270 -2.5189 3.7189
C -2.3356 -2.4925 4.4628
O -1.3771 -2.2792 3.4515
C -2.0306 -1.5723 2.4871
O -1.4736 -0.9668 1.5866
O -3.3873 -1.6180 2.6564
F -2.0868 -3.6896 5.0397
H -3.8605 -3.5079 3.3104
H -4.4678 -2.1857 4.3333
H -2.2649 -1.6959 5.2111
C 5.5608 -3.3497 -2.5346
C 6.2836 -2.0682 -2.7739
O 5.2637 -1.1866 -3.1856
C 4.1347 -1.6389 -2.5711
O 3.1089 -0.9885 -2.4595
O 4.2945 -2.9086 -2.0877
F 7.1701 -2.1964 -3.7865
H 5.4373 -3.9431 -3.4467
H 6.0503 -3.9681 -1.7774
H 6.7849 -1.6635 -1.8883

Entry 4:
61
Properties=species:S:1:pos:R:3 method="wB97M-V/def2-TZVPD" energy_ev=-248930.0443 multiplicity=5 total_charge=+2 homo_lumo_gap_ev="8.573 / 8.185" de_lowest_kcal_mol=11.9
Fe 8.3660 -16.1473 -3.2494
C 8.1565 -18.6780 -3.9467
C 7.5035 -18.9291 -2.6356
C 8.5200 -18.4482 -1.6747
C 9.6836 -18.1227 -2.3391
C 9.4178 -18.2136 -3.7860
H 7.6891 -18.9595 -4.9442
H 7.6391 -20.0310 -2.5433
H 8.4878 -18.5051 -0.6126
H 10.6278 -17.8395 -1.8077
H 10.1712 -17.9727 -4.5224
Se 10.9693 -15.0331 -2.8708
Se 10.1394 -13.3090 -4.1026
C 8.8953 -14.1220 -5.3580
C 8.8232 -13.4149 -6.5357
C 7.7820 -13.7503 -7.4235
C 6.8343 -14.6972 -7.0221
C 7.0851 -15.4751 -5.9010
N 8.0696 -15.1540 -5.0328
C 9.8526 -14.8693 -1.2599
C 10.4296 -14.3350 -0.1089
C 9.6284 -14.3305 1.0469
C 8.3475 -14.8383 0.9321
C 7.8095 -15.2779 -0.2917
N 8.5735 -15.2886 -1.3483
H 9.5722 -12.6636 -6.7574
H 7.7430 -13.3425 -8.4217
H 6.0388 -14.9915 -7.6766
H 6.4885 -16.3516 -5.7544
H 11.4849 -14.1117 -0.0403
H 10.0568 -14.1017 1.9903
H 7.7220 -14.9160 1.8306
H 6.8348 -15.8067 -0.3371
C 0.9503 -19.5085 -0.3398
C 2.3828 -19.5557 -0.9520
C 3.3099 -18.4515 -0.4173
C 4.8075 -18.6303 -0.7536
Ge 5.5454 -18.4439 -2.5334
C 5.6108 -16.5817 -2.9748
C 4.2894 -15.6980 -3.0657
C 4.5706 -14.3466 -3.7099
C 5.4857 -13.4971 -2.8389
H 0.3674 -20.3310 -0.7722
H 0.2880 -18.6669 -0.6491
H 1.0556 -19.5888 0.7520
H 2.2723 -19.5745 -2.0048
H 2.8358 -20.4950 -0.5977
H 3.2359 -18.4314 0.7198
H 2.9266 -17.5332 -0.8163
H 5.1510 -19.6236 -0.4252
H 5.3898 -17.9595 -0.1267
H 4.7956 -19.2848 -3.6148
H 6.0955 -16.4169 -3.9108
H 6.2701 -16.1218 -2.2581
H 3.9236 -15.4650 -2.0126
H 3.5392 -16.2998 -3.6049
H 3.6280 -13.7665 -3.8424
H 4.9368 -14.3069 -4.7282
H 5.2037 -13.4391 -1.7666
H 5.4064 -12.5017 -3.0871
H 6.5480 -13.7596 -2.9885

Entry 5:
64
Properties=species:S:1:pos:R:3 method="wB97M-V/def2-TZVPD" energy_ev=-49357.8510 multiplicity=1 smiles="CCCCOc1ccc(N(CC(=O)NC(C)(C)C)C(=O)CCC(=O)Nc2nccs2)cc1" homo_lumo_gap_ev=8.979 de_lowest_kcal_mol=36.6
C -1.5297 -5.6173 -1.2376
C -2.2649 -5.6026 0.0982
C -2.2683 -4.2281 0.7661
C -3.1603 -3.2200 0.0387
O -3.2018 -1.9687 0.6993
C -2.1513 -1.1156 0.5891
C -1.0447 -1.2890 -0.2368
C -0.0717 -0.3095 -0.3056
C -0.1876 0.8572 0.4327
N 0.8181 1.8573 0.3664
C 1.6910 1.9516 1.5293
C 2.8257 0.9172 1.4173
O 2.8195 -0.1108 2.0653
N 3.7568 1.2850 0.5266
C 4.8845 0.4622 0.0901
C 4.3532 -0.8162 -0.5662
C 5.7583 0.1151 1.2974
C 5.6767 1.2902 -0.9199
C 1.1394 2.5490 -0.7496
O 2.1626 3.2184 -0.8082
C 0.1749 2.4985 -1.9176
C -1.2841 2.7925 -1.5483
C -2.1685 1.5984 -1.7905
O -1.8974 0.6796 -2.5281
N -3.3932 1.5826 -1.1521
C -3.9021 2.4011 -0.1872
N -3.4000 3.5022 0.2484
C -4.1661 4.0531 1.2225
C -5.2884 3.3686 1.5466
S -5.4178 1.9385 0.5896
C -1.2685 1.0145 1.2947
C -2.2382 0.0406 1.3701
H -1.4893 -6.6298 -1.6321
H -2.0304 -4.9914 -1.9719
H -0.5098 -5.2594 -1.1139
H -3.2945 -5.9373 -0.0470
H -1.7791 -6.3100 0.7732
H -1.2479 -3.8431 0.8189
H -2.6371 -4.3211 1.7899
H -2.8518 -3.0897 -1.0041
H -4.1971 -3.5690 0.0509
H -0.9261 -2.1747 -0.8384
H 0.7866 -0.4564 -0.9432
H 2.1024 2.9628 1.5732
H 1.1071 1.7368 2.4248
H 3.5792 2.1351 0.0006
H 5.1774 -1.4450 -0.8916
H 3.7397 -0.5686 -1.4306
H 3.7496 -1.3693 0.1486
H 6.6054 -0.4898 0.9855
H 5.1744 -0.4406 2.0251
H 6.1283 1.0235 1.7672
H 6.5226 0.7183 -1.2918
H 6.0510 2.1990 -0.4544
H 5.0474 1.5668 -1.7632
H 0.2222 1.5109 -2.3838
H 0.5457 3.2229 -2.6436
H -1.6768 3.5981 -2.1738
H -1.3897 3.1263 -0.5178
H -3.9416 0.7531 -1.3524
H -3.8442 4.9780 1.6643
H -6.0392 3.6085 2.2704
H -1.3525 1.9089 1.8945
H -3.0879 0.1507 2.0259

Entry 6:
67
Properties=species:S:1:pos:R:3 method="wB97M-V/def2-TZVPD" energy_ev=-273725.0498 multiplicity=3 homo_lumo_gap_ev="4.188 / 4.154" de_lowest_kcal_mol=59.1
V -0.4380 2.3975 -0.7250
C -4.5987 2.9127 -0.9958
C -3.1208 2.9588 -1.1816
N -2.2639 2.4552 -0.3213
N -2.6900 1.8597 0.8209
C -1.6422 1.5791 1.5643
O -0.4558 1.8968 1.1796
C -1.8370 0.8955 2.8555
C -0.8569 1.0030 3.8393
C -1.0112 0.3401 5.0456
C -2.1309 -0.4510 5.2649
C -3.1023 -0.5698 4.2791
C -2.9625 0.1062 3.0787
C -2.4482 3.4301 -2.3632
C -3.0091 4.1110 -3.4358
C -2.2167 4.4282 -4.5265
C -0.8888 4.0203 -4.5421
C -0.3857 3.3541 -3.4416
N -1.1268 3.0912 -2.3588
H -4.8234 2.3910 -0.0703
H -5.0672 2.3896 -1.8315
H -5.0196 3.9189 -0.9483
H 0.0098 1.6256 3.6524
H -0.2615 0.4413 5.8195
H -2.2544 -0.9645 6.2094
H -3.9710 -1.1921 4.4505
H -3.7092 0.0364 2.2998
H -4.0516 4.3938 -3.3908
H -2.6316 4.9770 -5.3609
H -0.2399 4.2253 -5.3804
H 0.6428 2.9909 -3.4414
Se -0.0056 4.5580 0.1247
Se 1.1393 5.4840 -1.5951
Te 3.0815 3.8747 -1.7902
Se 2.9740 2.8510 -3.9843
C 3.5030 -1.1946 2.7816
C 2.6301 -2.3962 3.1395
C 1.6639 -2.8121 2.0286
C 0.5010 -1.8345 1.8239
N 0.8349 -0.6892 0.9835
C 0.9845 -0.5852 -0.3271
S 1.3830 0.9678 -0.9898
N 0.9485 -1.5848 -1.2060
C 0.6046 -2.9980 -1.1073
C 1.7764 -3.9073 -1.4747
C 2.2977 -3.7020 -2.8961
C 3.3340 -4.7627 -3.2573
H 4.2392 -1.0201 3.5660
H 2.9120 -0.2851 2.6703
H 4.0407 -1.3682 1.8480
H 2.0594 -2.1798 4.0473
H 3.2789 -3.2477 3.3573
H 1.2369 -3.7854 2.2842
H 2.2200 -2.9218 1.0946
H 0.2024 -1.4318 2.7896
H -0.3707 -2.3492 1.4145
H 0.8262 0.2166 1.4356
H 1.1861 -1.2783 -2.1383
H -0.2216 -3.1814 -1.7999
H 0.2612 -3.2331 -0.1048
H 1.4341 -4.9405 -1.3676
H 2.5949 -3.7565 -0.7663
H 2.7556 -2.7136 -2.9847
H 1.4655 -3.7548 -3.6047
H 4.1748 -4.7246 -2.5634
H 3.7163 -4.6032 -4.2646
H 2.8996 -5.7622 -3.2110

Entry 7:
61
Properties=species:S:1:pos:R:3 method="wB97M-V/def2-TZVPD" energy_ev=-57164.1573 multiplicity=3 total_charge=-1 homo_lumo_gap_ev="2.779 / 5.610" de_lowest_kcal_mol=0.0
O -0.1818 0.0665 0.2391
C 0.9043 -0.6335 -0.6106
C 0.5674 0.1903 -1.8269
H 0.6394 -1.6877 -0.6567
H 1.8793 -0.4698 -0.1564
C -0.6514 0.7079 -1.0395
H 0.3202 -0.3536 -2.7348
H 1.2965 0.9775 -2.0193
C -1.9423 0.0761 -1.5124
H -1.8633 -1.0178 -1.5357
H -2.1607 0.4502 -2.5228
H -2.7784 0.3811 -0.8738
C -0.8050 2.2019 -0.9266
H 0.1643 2.6992 -0.9563
H -1.3521 2.4990 -0.0244
H -1.3811 2.5508 -1.7907
Ti -0.4010 0.4884 2.2400
C 0.7831 1.9808 3.5010
C 1.9887 1.2249 3.2767
C 2.3057 1.2811 1.8968
H 2.6021 0.7558 4.0484
C 1.3536 2.1288 1.2622
C 0.4033 2.5742 2.2479
H -0.3682 3.3258 2.1288
H 0.3088 2.1975 4.4544
H 3.1630 0.7998 1.4198
H 1.4804 2.6023 0.2924
C -2.1650 0.4048 3.8196
C -2.2371 1.5717 2.9961
C -2.4907 1.1426 1.6536
H -2.1789 2.6019 3.3457
C -2.5114 -0.3019 1.6448
C -2.3371 -0.7454 2.9833
H -2.4127 -1.7842 3.3119
H -2.1306 0.4164 4.9032
H -2.8441 1.7810 0.8496
H -2.7727 -0.9488 0.8085
O 0.4993 -0.6398 -5.0781
C -0.1225 0.1495 -6.1177
C 0.2927 -0.3706 -7.5059
H 0.1665 1.2031 -5.9679
H -1.2176 0.0750 -5.9864
C 1.2443 -1.5618 -7.2282
H 0.7946 0.4084 -8.0848
H -0.5923 -0.7067 -8.0493
C 1.1894 -1.7528 -5.6932
H 2.2675 -1.3200 -7.5391
H 0.9192 -2.4759 -7.7393
H 2.1940 -1.8279 -5.2391
H 0.6361 -2.6801 -5.4453
O -0.0046 0.2878 5.8580
C 0.3917 -0.6390 5.1691
C 1.0260 -1.9206 5.6703
C 1.1649 -2.7951 4.4351
C 0.7922 -1.8953 3.2732
O 0.8813 -2.1046 2.0572
N 0.3051 -0.7106 3.7770
H 1.9969 -1.6913 6.1241
H 0.3635 -2.3398 6.4326
H 2.1682 -3.2003 4.2825
H 0.4492 -3.6276 4.4579